Molecular formula: C6H9INO
Method: DFT, ωB97M-V/def2-TZVPD

The geometry in XYZ format:
```
18
Properties=species:S:1:pos:R:3:forces:R:3:lowdin_charge:R:1
H 2.23235 -3.04668 0.04228 0.6870 0.9554 0.3891 0.14
C -1.53193 -0.41654 0.16834 -1.5795 -1.9348 1.0584 -0.17
H -2.48038 -1.04103 0.39540 1.8947 1.1764 -0.4152 0.19
I 3.27987 0.52035 -0.13955 1.1889 0.9258 -0.4414 0.94
H -0.18809 -1.08326 1.80889 0.1708 0.8727 0.4505 0.14
O 2.85416 -2.27541 -0.04590 -0.1313 0.1529 -0.4674 -0.11
H 0.18711 -0.62419 -1.15481 0.0681 0.4728 -0.3617 0.09
C 2.33331 -1.17298 0.40680 -1.6425 -2.1845 0.4813 -0.73
H -1.38713 -0.92916 -2.04206 0.0924 0.1658 0.5440 0.13
C -1.46436 0.80247 -0.65497 1.5200 1.3777 0.7285 -0.20
H -0.90338 2.70755 0.10878 -0.4223 1.0286 1.7807 0.12
C -0.49447 -0.24228 1.18606 0.3343 1.4694 -0.9631 0.02
H 0.24144 1.98529 -0.81943 0.7234 -0.4342 0.9094 0.13
H -2.32952 1.29368 -0.99705 -0.9242 0.0828 -0.7759 0.14
N 0.07014 0.96637 1.10295 1.6233 -1.8571 3.5656 0.07
C -0.44063 1.76244 0.02055 -0.6960 -0.8168 -3.2963 -0.11
H 0.89494 1.20775 1.83602 -2.4450 -0.4736 -2.6930 0.22
C -0.87344 -0.41436 -1.22227 -0.4621 -0.9792 -0.4935 -0.02
```
Positions in Å, forces in eV/Å.

Results
- LUMO energy: -4.30 eV
- Molar mass: 238.05 g/mol
- Charge: +1
- E: -17995.18596 eV
- Highest occupied orbital energy: -12.29 eV
- Energy relative to the best compared isomer or geometry (same formula, charge and spin): 253.1 kJ/mol
- Max |F|: 0.0843 hartree/bohr